No. 1
Entry from the Open Molecules 2025 dataset: a molecular structure, C67H72CrGeN4O2P2Sb (ωB97M-V/def2-TZVPD).

Values from the calculation:
**Kohn-Sham gap (alpha / beta)**: 6.3 / 6.4 eV
**Relative energy (zero: lowest compared OMol25 entry of this formula, charge and spin)**: 44.95 kcal per mole
**HOMO (alpha / beta)**: -12.72 / -12.76 eV
**Calculated total energy**: -7009.562031 Ha
**2S+1**: 4
**Net charge**: +2

Each line ends with the Mulliken charge.
Element x y z (Å)
Cr 0.565 0.161 -0.237  0.67
O 5.372 4.432 3.222  -0.65
N 4.205 4.315 2.959  1.20
O 3.297 4.963 3.425  -0.61
C 3.843 3.260 2.023  0.14
C 4.697 2.207 1.903  -0.85
C 4.387 1.109 1.060  0.86
C 5.300 0.103 0.703  -1.40
C 4.919 -0.816 -0.257  -1.78
C 3.611 -0.810 -0.742  -0.87
N 2.684 0.048 -0.324  1.64
C 3.092 1.052 0.498  -0.64
C 2.215 2.162 0.600  -0.22
N 1.065 2.079 -0.128  2.04
C 0.463 3.229 -0.416  -1.07
C 0.829 4.440 0.151  -1.73
C 1.857 4.495 1.070  -0.55
C 2.622 3.337 1.274  0.48
H 5.642 2.230 2.426  0.65
H 6.293 0.099 1.126  0.60
H 5.614 -1.548 -0.638  0.69
H 3.297 -1.524 -1.495  0.92
H -0.349 3.176 -1.123  0.06
H 0.282 5.328 -0.110  0.64
H 2.086 5.408 1.595  0.63
N 1.503 -1.643 2.278  0.31
P 0.594 -0.186 2.453  0.67
C 1.460 0.469 3.935  0.51
C 1.814 1.806 4.060  0.32
C 2.473 2.254 5.194  -0.54
C 2.772 1.371 6.218  -1.15
C 2.393 0.042 6.112  -0.83
C 1.744 -0.412 4.979  -0.68
C -0.929 -0.839 3.246  1.10
C -0.971 -2.097 3.838  -0.96
C -2.130 -2.538 4.451  -0.88
C -3.251 -1.727 4.506  -1.04
C -3.209 -0.466 3.936  -0.85
C -2.061 -0.027 3.303  -0.46
P 1.096 -2.399 0.779  1.19
C 0.151 -3.827 1.471  0.41
C -1.229 -3.943 1.356  0.56
C -1.893 -5.008 1.941  -0.69
C -1.193 -5.945 2.677  -0.84
C 0.179 -5.818 2.824  -0.81
C 0.850 -4.772 2.219  -0.69
C 2.620 -3.309 0.330  -0.07
C 3.777 -3.401 1.099  -0.10
C 4.839 -4.175 0.659  -0.93
C 4.769 -4.852 -0.548  -0.79
C 3.622 -4.755 -1.323  -0.66
C 2.556 -3.991 -0.886  -0.64
H 2.496 -1.503 2.446  0.47
H 1.564 2.506 3.279  0.17
H 2.732 3.300 5.285  0.62
H 3.287 1.723 7.099  0.44
H 2.585 -0.644 6.922  0.49
H 1.442 -1.446 4.907  0.32
H -0.107 -2.743 3.813  0.40
H -2.152 -3.523 4.891  0.51
H -4.150 -2.082 4.986  0.47
H -4.069 0.183 3.992  0.51
H -2.049 0.960 2.866  0.11
H -1.802 -3.202 0.823  0.20
H -2.960 -5.104 1.815  0.51
H -1.714 -6.763 3.147  0.46
H 0.733 -6.538 3.405  0.47
H 1.920 -4.682 2.332  0.50
H 3.872 -2.893 2.050  0.49
H 5.727 -4.259 1.267  0.49
H 5.606 -5.445 -0.887  0.42
H 3.553 -5.287 -2.260  0.52
H 1.654 -3.922 -1.483  0.35
C -0.930 -2.197 -1.754  -1.96
C -2.079 -1.283 -1.271  3.81
C -2.620 -0.548 -2.503  -1.93
C -1.513 -0.319 -0.206  0.43
C -3.221 -2.159 -0.751  -0.99
C -3.445 -3.428 -1.285  0.16
C -4.466 -4.236 -0.817  -1.13
C -5.318 -3.787 0.178  -0.93
C -5.141 -2.511 0.683  -0.87
C -4.105 -1.714 0.225  1.55
H -0.031 -1.605 -1.962  -0.84
H -1.215 -2.702 -2.670  0.74
H -0.689 -2.960 -1.015  0.28
H -1.851 0.091 -2.940  0.16
H -3.482 0.063 -2.246  0.47
H -2.940 -1.267 -3.253  0.59
H -1.713 -0.768 0.779  0.00
H -2.820 -3.820 -2.071  0.41
H -4.597 -5.220 -1.244  0.48
H -6.111 -4.423 0.542  0.42
H -5.817 -2.127 1.432  0.57
H -4.001 -0.728 0.651  -0.32
C -1.221 3.001 -4.237  -1.36
C 0.198 2.596 -4.583  0.74
C 0.293 2.296 -6.064  -1.66
Sb 0.965 0.866 -3.339  -1.11
C 3.146 1.356 -3.494  0.95
C 3.657 1.427 -4.919  -1.73
C 3.448 2.657 -2.774  -1.98
C 0.973 -0.724 -4.918  0.71
C -0.415 -1.223 -5.275  -1.40
C 1.886 -1.874 -4.530  -1.36
H -1.492 3.874 -4.828  0.60
H -1.337 3.260 -3.187  -0.06
H -1.926 2.211 -4.484  0.30
H 0.882 3.407 -4.321  0.44
H -0.409 1.517 -6.349  0.31
H 1.292 2.004 -6.373  0.27
H 0.025 3.193 -6.622  0.48
H 3.640 0.531 -2.971  0.13
H 3.213 2.264 -5.451  0.33
H 3.470 0.510 -5.472  0.37
H 4.735 1.588 -4.902  0.49
H 3.036 3.502 -3.321  0.40
H 4.524 2.803 -2.710  0.45
H 3.048 2.672 -1.761  0.59
H 1.389 -0.209 -5.784  0.62
H -0.810 -1.866 -4.496  0.17
H -0.367 -1.807 -6.195  0.48
H -1.114 -0.404 -5.435  0.22
H 1.506 -2.402 -3.655  0.08
H 2.900 -1.531 -4.327  0.27
H 1.934 -2.591 -5.350  0.55
Ge -2.480 1.501 -0.194  3.10
C -4.446 1.712 -0.498  -0.23
C -5.397 1.552 0.498  0.15
C -6.720 1.878 0.254  -0.81
C -7.097 2.376 -0.983  -0.76
C -6.147 2.563 -1.972  -0.82
C -4.829 2.225 -1.729  0.07
C -2.109 2.935 1.158  1.31
C -2.987 4.014 1.103  -0.89
C -2.817 5.113 1.925  -1.14
C -1.759 5.153 2.821  -1.05
C -0.882 4.084 2.894  -0.80
C -1.065 2.987 2.069  0.67
H -2.019 2.156 -1.510  -1.68
H -5.098 1.203 1.478  0.46
H -7.461 1.745 1.028  0.46
H -8.130 2.628 -1.167  0.39
H -6.430 2.968 -2.931  0.47
H -4.079 2.389 -2.491  0.30
H -3.823 3.979 0.419  0.51
H -3.517 5.934 1.871  0.46
H -1.629 6.007 3.469  0.48
H -0.061 4.109 3.597  0.55
H -0.381 2.146 2.146  -0.86

***

No. 2
Entry from the Open Molecules 2025 dataset: 11 unconnected molecules or ions with the total composition C68H148N12O13 (ωB97M-V/def2-TZVPD).

Values from the calculation:
**Kohn-Sham gap**: 4.6 eV
**HOMO**: -17.18 eV
**Calculated total energy**: -4312.128401 Ha
**Net charge**: +6

Each line ends with the Mulliken charge.
Element x y z (Å)
C -4.779 3.462 -0.488  -1.02
N -4.700 4.186 0.786  0.37
C -5.493 5.278 0.963  -0.59
C -5.452 6.004 2.142  -0.70
C -4.617 5.551 3.204  1.07
C -3.901 4.306 3.026  -0.75
C -3.913 3.704 1.781  -0.78
C -4.623 6.158 4.556  0.44
C -3.473 6.311 5.295  -0.26
C -3.556 6.909 6.550  -0.67
N -4.690 7.429 7.023  -0.04
C -5.891 7.319 6.325  -0.37
C -5.822 6.659 5.079  -0.86
C -4.781 7.957 8.430  -0.87
H -3.865 2.903 -0.690  0.20
H -4.917 4.146 -1.325  0.42
H -5.589 2.735 -0.430  0.45
H -6.106 5.630 0.146  0.45
H -5.887 6.985 2.263  0.67
H -3.346 3.910 3.864  0.75
H -3.392 2.763 1.676  0.87
H -2.523 5.995 4.889  0.52
H -2.750 7.061 7.253  0.52
H -6.756 7.762 6.797  0.45
H -6.694 6.592 4.445  0.59
H -4.276 7.293 9.132  0.35
H -5.779 8.206 8.792  0.33
H -4.124 8.824 8.359  0.40
C -1.112 -5.458 5.506  -1.27
C -0.815 -6.786 4.821  -0.67
C 0.060 -6.712 3.524  -0.20
N 0.000 -7.935 2.617  0.80
C 0.574 -9.181 3.368  -1.01
C 0.843 -7.570 1.362  -0.06
C -0.023 -7.949 0.137  -0.01
C -1.216 -8.777 0.667  -0.89
C -1.405 -8.287 2.096  -0.66
H -1.659 -5.568 6.442  0.44
H -1.823 -4.855 4.943  0.29
H -0.264 -4.777 5.574  0.20
H -1.733 -7.329 4.595  0.37
H -0.400 -7.500 5.533  0.41
H 1.078 -6.653 3.906  0.42
H -0.213 -5.841 2.927  -0.05
H -0.109 -9.368 4.197  0.42
H 1.598 -9.014 3.701  0.30
H 0.411 -10.045 2.725  0.39
H 1.723 -8.211 1.422  0.20
H 1.155 -6.527 1.324  -0.15
H 0.629 -8.361 -0.633  0.52
H -0.273 -6.954 -0.232  -0.26
H -0.908 -9.818 0.766  0.36
H -2.196 -8.657 0.205  0.45
H -1.934 -9.029 2.694  0.37
H -2.063 -7.435 1.924  0.30
C -4.656 -5.348 0.749  -0.78
C -5.608 -5.460 -0.446  -0.26
C -6.811 -4.545 -0.413  -0.92
N -7.218 -4.075 -1.855  0.29
C -6.174 -3.094 -2.511  -0.70
C -8.577 -3.270 -1.659  -0.60
C -9.619 -3.662 -2.708  -0.59
C -8.808 -4.511 -3.670  -0.70
C -7.673 -5.206 -2.834  -0.53
H -4.313 -4.313 0.755  0.16
H -3.811 -6.036 0.758  -0.12
H -5.272 -5.577 1.619  0.53
H -6.080 -6.443 -0.449  0.37
H -5.078 -5.295 -1.384  0.27
H -6.588 -3.589 0.062  0.47
H -7.641 -5.058 0.073  0.45
H -6.627 -2.668 -3.407  0.46
H -5.202 -3.570 -2.638  0.27
H -6.143 -2.221 -1.859  0.03
H -8.320 -2.218 -1.531  0.44
H -9.004 -3.559 -0.699  0.37
H -10.132 -2.855 -3.232  0.31
H -10.435 -4.262 -2.306  0.31
H -8.405 -4.035 -4.564  0.34
H -9.430 -5.318 -4.058  0.45
H -6.781 -5.499 -3.387  0.34
H -8.040 -6.009 -2.195  0.42
C -1.463 -4.318 -0.318  -1.78
C -1.679 -2.826 -0.582  -0.24
C -0.336 -2.087 -0.521  0.02
N -0.440 -0.542 -0.657  1.47
C -1.060 0.107 0.617  0.41
C -1.208 -0.078 -1.896  0.12
C -0.188 -0.225 -3.010  -1.50
C 1.158 0.326 -2.478  1.87
C 1.006 0.013 -0.948  1.30
H -2.331 -4.856 -0.700  0.59
H -1.394 -4.474 0.758  0.24
H -0.633 -4.692 -0.916  0.61
H -2.336 -2.419 0.187  -0.08
H -2.203 -2.842 -1.537  0.16
H 0.223 -2.481 -1.370  0.43
H 0.203 -2.401 0.373  -0.58
H -1.111 1.196 0.592  -0.04
H -0.521 -0.253 1.494  -0.66
H -2.087 -0.229 0.760  0.11
H -1.322 0.974 -1.635  -0.27
H -2.143 -0.614 -2.056  0.44
H -0.564 0.429 -3.797  0.80
H -0.205 -1.299 -3.193  0.32
H 1.195 1.402 -2.644  -0.27
H 1.993 -0.211 -2.929  -1.54
H 1.146 0.898 -0.328  0.04
H 1.711 -0.725 -0.564  -1.31
C -0.102 5.614 2.382  -1.55
C -1.330 5.788 1.431  0.43
N -0.988 6.314 -0.076  0.88
C -2.332 6.319 -0.864  -1.16
C -0.586 7.822 -0.061  -0.65
C -0.334 8.397 -1.448  -1.12
C 0.149 5.418 -0.703  -1.45
C -0.283 3.934 -0.893  1.18
O -1.408 3.755 -1.700  0.05
C -1.177 3.906 -3.111  -0.64
H 0.304 6.620 2.495  0.46
H 0.707 4.959 2.058  0.15
H -0.347 5.179 3.351  0.44
H -2.174 6.395 1.761  0.61
H -1.786 4.851 1.113  -0.45
H -3.027 7.114 -0.594  0.38
H -2.839 5.375 -0.664  0.40
H -2.118 6.252 -1.931  0.40
H 0.251 7.993 0.615  0.48
H -1.310 8.327 0.579  0.57
H 0.288 9.287 -1.357  0.42
H -1.344 8.724 -1.695  0.36
H 0.127 7.717 -2.165  0.23
H 1.096 5.433 -0.163  0.12
H 0.442 5.774 -1.691  0.44
H -0.523 3.453 0.054  -0.36
H 0.488 3.317 -1.355  -0.29
H -0.724 2.962 -3.416  0.01
H -0.557 4.723 -3.481  0.34
H -2.154 3.848 -3.590  0.26
C 5.707 7.754 -3.682  -1.10
C 5.982 6.281 -3.326  -0.42
N 5.308 5.841 -1.947  -0.06
C 5.655 6.795 -0.740  -1.03
C 3.745 5.748 -2.125  -0.83
C 3.162 4.771 -3.226  -0.67
C 5.916 4.471 -1.609  -0.78
C 5.276 3.764 -0.386  -1.25
O 4.422 2.706 -0.725  0.28
C 4.054 1.949 0.354  -0.46
H 5.781 8.411 -2.815  0.25
H 4.707 7.766 -4.114  0.32
H 6.392 8.093 -4.460  0.41
H 7.059 6.167 -3.203  0.53
H 5.734 5.638 -4.170  0.36
H 5.410 6.435 0.259  0.34
H 5.074 7.704 -0.891  0.46
H 6.727 6.942 -0.869  0.45
H 3.297 6.739 -2.206  0.79
H 3.394 5.528 -1.117  0.36
H 3.176 5.160 -4.244  0.49
H 2.113 4.621 -2.971  -0.18
H 3.769 3.870 -3.313  0.18
H 6.979 4.689 -1.500  0.70
H 5.944 3.879 -2.524  0.63
H 4.712 4.399 0.297  0.41
H 6.083 3.445 0.273  0.63
H 3.578 2.524 1.148  0.40
H 4.881 1.412 0.818  0.37
H 3.345 1.146 0.149  -0.52
C 5.992 -4.284 -5.234  -1.11
C 6.220 -2.809 -5.633  -0.28
N 5.903 -1.762 -4.452  0.45
C 6.970 -1.988 -3.291  -1.04
C 6.094 -0.334 -5.079  -0.12
C 7.527 0.236 -5.038  -1.49
C 4.457 -1.756 -3.826  -0.99
C 3.258 -1.945 -4.800  -0.83
O 3.439 -1.176 -5.987  -0.34
C 2.827 -1.618 -7.224  -0.94
H 6.380 -5.050 -5.905  0.44
H 4.953 -4.614 -5.211  0.31
H 6.425 -4.590 -4.282  0.25
H 5.602 -2.527 -6.486  0.28
H 7.240 -2.561 -5.929  0.54
H 6.763 -1.199 -2.568  0.37
H 7.965 -1.973 -3.735  0.42
H 6.858 -2.997 -2.894  0.32
H 5.349 0.404 -4.781  0.38
H 5.774 -0.336 -6.121  0.28
H 8.210 -0.529 -5.407  0.38
H 7.904 0.523 -4.057  0.33
H 7.601 1.072 -5.734  0.45
H 4.267 -0.811 -3.318  0.28
H 4.302 -2.581 -3.131  0.44
H 2.277 -1.884 -4.329  0.68
H 3.340 -3.012 -5.009  0.42
H 1.747 -1.729 -7.321  0.32
H 3.251 -2.565 -7.557  0.36
H 3.071 -0.938 -8.040  0.32
C 3.972 -4.694 2.849  -1.00
C 4.068 -3.370 3.680  -0.55
N 2.976 -2.345 3.319  0.64
C 3.358 -1.096 4.142  -0.98
C 2.906 -1.939 1.878  0.87
C 4.261 -1.711 1.174  -1.41
C 1.655 -2.986 3.805  -0.82
C 0.517 -1.921 3.780  0.07
O -0.807 -2.373 4.082  -0.29
C -1.766 -1.303 4.215  -0.40
H 4.978 -5.088 2.702  0.44
H 3.497 -4.543 1.880  0.11
H 3.310 -5.413 3.333  0.13
H 5.008 -2.903 3.386  0.48
H 4.010 -3.465 4.764  0.74
H 4.395 -0.837 3.928  0.49
H 3.318 -1.347 5.201  0.37
H 2.644 -0.287 3.991  0.28
H 2.348 -1.009 1.767  -0.53
H 2.242 -2.708 1.484  -0.11
H 3.955 -1.428 0.167  0.14
H 4.838 -2.627 1.044  0.46
H 4.947 -0.936 1.514  0.19
H 1.753 -3.240 4.860  0.59
H 1.347 -3.905 3.306  0.17
H 0.435 -1.600 2.741  -0.13
H 0.743 -1.095 4.454  0.43
H -2.773 -1.593 4.516  0.35
H -1.853 -0.895 3.208  -0.09
H -1.460 -0.622 5.009  0.38
N -5.117 -0.294 0.068  0.85
O -6.311 -0.419 -0.041  -0.68
O -4.342 -0.871 -0.707  -0.44
O -4.585 0.446 0.907  -0.65
N 2.917 -4.661 -0.998  0.62
O 2.123 -5.604 -0.985  -0.62
O 2.562 -3.506 -0.813  -0.16
O 4.070 -4.914 -1.321  -0.66
N 0.698 1.644 3.308  0.52
O -0.315 2.203 2.868  -0.40
O 1.566 1.300 2.501  -0.30
O 0.964 1.553 4.523  -0.67

***

net charge of number 2 (C68H148N12O13)? +6